i) Computed, not measured: a single C4H4BrNO2 molecule, with ωB97M-V/def2-TZVPD.

Summary:
- SMILES = OCc1ncoc1Br
- charge = 0
- lowest unoccupied orbital energy (eV) = 0.6921

```
12
C4H4BrNO2, DFT ωB97M-V/def2-TZVPD
O 0.88 -2.05 -0.80
C 0.37 -0.83 -1.30
C 0.03 0.07 -0.09
N -0.55 -0.48 1.04
C -0.69 0.50 1.88
O -0.33 1.73 1.37
C 0.18 1.44 0.15
Br 0.77 2.91 -0.75
H 0.18 -2.51 -0.37
H -0.66 -0.77 -1.92
H 1.15 -0.54 -1.95
H -1.35 0.53 2.72
```

***

ii) Computed, not measured: a single C4H4BrNO2 molecule, with ωB97M-V/def2-TZVPD.

Summary:
- SMILES = COC(=O)[C@@]1(Br)C=N1
- charge = 0
- lowest unoccupied orbital energy (eV) = 0.6403

```
12
C4H4BrNO2, DFT ωB97M-V/def2-TZVPD
C -1.96 -0.81 0.19
O -0.81 0.09 0.15
C 0.36 -0.59 0.06
O 0.59 -1.77 0.02
C 1.51 0.31 0.18
Br 3.20 -0.35 -0.29
C 1.20 1.94 -0.36
N 1.49 1.74 0.82
H -2.53 -0.75 1.11
H -1.41 -1.73 -0.01
H -2.68 -0.53 -0.65
H 1.04 2.44 -1.21
```

***

Which of the structures shown above is the most stable? The most stable is i).